The following is a DFT calculation (wB97M-V/def2-TZVPD) of a structure of composition C32H44N9OV.

Properties
LUMO level (spin up / spin down) = -1.92 / -1.93 eV
net charge = +1
multiplicity = 4

```
87
Properties=species:S:1:pos:R:3:forces:R:3
V 1.16546 -0.28899 1.25978 0.2 0.1 -0.3
C 1.42297 -1.47094 4.16695 0.0 0.0 0.0
C 2.71057 -1.71981 3.37672 0.0 0.0 -0.1
N 3.00481 -0.59676 2.47571 0.1 -0.1 0.1
C 3.39756 0.63690 3.17932 0.0 0.0 -0.1
C 2.86375 1.84881 2.43756 -0.1 0.0 0.0
N 1.41113 1.71106 2.20129 0.0 0.1 0.1
C 0.58338 1.93919 3.39959 0.0 -0.1 0.0
C 0.10387 0.64508 4.10570 0.0 0.0 -0.1
N 0.44322 -0.63433 3.42254 -0.1 0.1 0.1
H 1.64595 -0.98462 5.11698 0.0 0.0 0.0
H 0.97497 -2.43401 4.41504 0.0 0.0 0.0
H 2.60210 -2.60298 2.75217 0.0 0.0 0.0
H 3.53337 -1.91488 4.07304 0.0 0.0 0.0
H 3.72709 -0.91708 1.83233 0.0 0.1 -0.1
H 4.48208 0.72027 3.28483 0.0 0.0 0.0
H 2.99057 0.61302 4.19307 0.0 0.0 0.0
H 3.33614 1.93056 1.45959 0.0 0.0 0.0
H 3.09378 2.75650 3.00585 0.0 0.0 0.0
H 1.15530 2.39222 1.49818 0.0 0.0 0.0
H -0.29431 2.49780 3.08642 0.0 0.0 0.0
H 1.11949 2.57059 4.11438 0.0 0.0 0.0
H -0.98104 0.70126 4.20133 0.0 0.0 0.0
H 0.50336 0.61725 5.11970 0.0 0.0 0.0
H -0.42341 -1.14912 3.33845 0.0 0.0 0.1
C -4.92786 0.24582 -2.42914 0.0 0.0 0.0
C -3.93048 1.17964 -3.05782 0.0 0.0 0.0
C -4.27016 1.96634 -4.15160 0.0 0.0 0.0
C -3.35718 2.82766 -4.73836 0.1 0.0 0.0
C -2.07736 2.92735 -4.21383 0.0 0.0 0.0
C -1.71583 2.16780 -3.11226 0.0 0.0 0.0
C -2.63407 1.28671 -2.54741 0.0 -0.2 0.1
N -2.31542 0.48680 -1.41111 0.0 0.1 0.0
C -1.04906 0.20405 -0.95173 0.1 -0.1 0.1
N -0.14656 -0.06507 -1.91105 0.2 0.0 0.1
C 1.29002 0.11334 -1.89870 -0.3 0.0 0.1
C 1.98137 0.29768 -0.69925 0.2 -0.1 0.1
C 3.36254 0.48760 -0.88104 0.0 0.0 0.0
C 3.99576 0.47046 -2.11630 0.0 0.0 0.0
C 3.24725 0.25381 -3.26184 0.0 0.0 0.0
C 1.87501 0.07060 -3.17335 0.0 0.0 -0.1
C 1.06235 -0.16002 -4.42535 0.0 0.0 0.0
N -0.79145 0.09108 0.33341 -0.3 0.1 0.0
C -1.81824 0.55704 1.21611 0.2 -0.2 -0.1
C -2.51362 -0.37449 1.98615 0.0 0.0 0.0
C -3.47806 0.02815 2.89709 0.0 0.0 0.0
C -3.75580 1.38151 3.03941 0.0 0.0 0.0
C -3.07535 2.30636 2.26091 0.0 0.0 0.0
C -2.10582 1.91980 1.33838 0.0 0.1 0.0
C -1.41388 2.95428 0.48911 0.0 0.0 0.0
H -5.84901 0.22150 -3.00745 0.0 0.0 0.0
H -5.19141 0.55800 -1.41377 0.0 0.0 0.0
H -4.53592 -0.77132 -2.36837 0.0 0.0 0.0
H -5.27262 1.89151 -4.55495 0.0 0.0 0.0
H -3.64508 3.42111 -5.59480 0.0 0.0 0.0
H -1.35779 3.60640 -4.65100 0.0 0.0 0.0
H -0.72427 2.27112 -2.68997 0.0 0.0 0.0
H -3.03847 0.42779 -0.71044 0.0 0.0 0.0
H -0.55223 -0.05568 -2.83358 0.0 0.0 0.0
H 4.00347 0.62179 -0.01297 0.0 0.0 0.0
H 5.06716 0.61078 -2.18704 0.0 0.0 0.0
H 3.72484 0.22736 -4.23411 0.0 0.0 0.0
H 1.71604 -0.23101 -5.29256 0.0 0.0 0.0
H 0.35938 0.65644 -4.61925 0.0 0.0 0.0
H 0.48590 -1.08891 -4.37855 0.0 0.0 0.0
H -2.29187 -1.42951 1.85630 0.0 0.0 0.1
H -4.01077 -0.70667 3.48596 0.0 0.0 0.0
H -4.50417 1.71467 3.74533 0.0 0.0 0.0
H -3.30184 3.36116 2.36613 0.0 0.0 0.0
H -1.19605 3.85209 1.07097 0.0 0.0 0.0
H -2.05158 3.26096 -0.34316 0.0 0.0 0.0
H -0.48716 2.57355 0.05786 0.0 0.0 0.0
C 0.41574 -4.85477 -2.03174 0.0 0.0 0.0
N 1.14309 -3.89929 -1.22574 0.1 0.0 0.0
C 2.58579 -3.89159 -1.06113 -0.1 0.0 0.0
C 2.75959 -2.83651 0.02191 0.1 0.2 0.0
O 3.83022 -2.49457 0.47040 0.0 0.0 0.1
N 1.51453 -2.35872 0.39250 -0.4 -0.2 0.0
C 0.62478 -3.04935 -0.33443 0.1 0.0 0.2
N -0.69297 -2.93355 -0.12737 -0.1 0.1 0.1
H 1.04099 -5.13995 -2.87455 0.0 0.0 0.0
H -0.49009 -4.40472 -2.43678 0.0 0.0 0.0
H 0.15164 -5.75140 -1.46669 0.0 0.0 0.0
H 3.10971 -3.58654 -1.96768 0.0 0.0 0.0
H 2.96636 -4.85844 -0.72696 0.0 0.0 0.0
H -0.97860 -2.09268 0.36722 0.1 -0.1 -0.2
H -1.33759 -3.33234 -0.78649 0.0 0.0 0.0
```
Positions in Å, forces in eV/Å.

=====

The following is a DFT calculation (wB97M-V/def2-TZVPD) of the ion C32H44NO with charge +1 in a non-equilibrium geometry.

Properties
LUMO level = -5.47 eV
net charge = +1
SMILES = CC(=O)/[NH+]=C(/C[C@@H](C[C@@H](C)c1c(C)cc(C)cc1C)c1c(C)cc(C)cc1C)C1=CCCCC1

```
78
Properties=species:S:1:pos:R:3:forces:R:3
C -1.64878 3.01477 3.01497 0.0 0.3 0.0
C -2.09372 2.11563 1.91227 -2.5 -0.1 -0.1
O -3.23998 2.13740 1.46422 2.4 0.0 0.4
N -1.11918 1.20629 1.43451 0.3 -0.7 -0.3
C -1.39198 0.26694 0.45692 -0.4 1.2 -1.5
C -0.69907 0.48214 -0.91821 -1.8 0.5 -0.2
C 0.65056 -0.09856 -1.14338 2.4 -0.7 -0.2
C 0.76591 -1.61316 -0.82244 -0.2 -0.2 0.0
C 1.51884 -1.95315 0.49591 -0.3 0.2 -0.1
C 0.86560 -3.10513 1.28590 0.2 -0.1 0.1
C 3.02134 -2.19703 0.32553 0.1 -0.2 0.1
C 3.52080 -3.27698 -0.43799 0.3 0.3 0.3
C 2.66661 -4.14514 -1.31725 -0.2 -0.4 -0.4
C 4.88098 -3.59565 -0.36562 -0.1 0.0 -0.1
C 5.75625 -2.89056 0.44951 0.1 0.4 0.4
C 7.19601 -3.28734 0.62301 0.3 -0.1 -0.1
C 5.27551 -1.79153 1.16717 -0.6 -0.3 -0.5
C 3.92100 -1.43675 1.09724 0.3 -0.2 0.1
C 3.47444 -0.26472 1.93540 0.0 0.4 0.3
C 1.28492 0.17836 -2.53209 -0.3 -0.3 -0.2
C 2.55967 0.78312 -2.64895 -0.2 0.0 -0.1
C 3.41437 1.21183 -1.49365 0.3 0.2 0.4
C 3.16451 0.91808 -3.89646 -0.4 -0.3 -0.2
C 2.57270 0.41755 -5.04977 -0.3 0.0 0.1
C 3.26112 0.59991 -6.37012 0.1 0.0 -0.2
C 1.35455 -0.25524 -4.92767 0.5 0.3 0.2
C 0.70977 -0.39135 -3.69396 0.4 0.1 -0.1
C -0.48636 -1.31198 -3.73830 -0.3 -0.4 -0.4
C -2.51912 -0.58584 0.64365 -0.3 0.2 0.8
C -3.18797 -1.16354 -0.40658 0.4 0.2 -0.3
C -4.48024 -1.86833 -0.26938 -0.5 -0.1 0.5
C -5.24017 -1.67263 1.05634 0.2 0.1 0.3
C -4.28107 -1.63292 2.25507 -0.1 -0.7 -0.3
C -3.15479 -0.64382 2.02461 -0.4 0.6 0.4
H -1.31417 2.46165 3.90009 0.1 0.0 -0.3
H -0.85061 3.66723 2.65298 0.1 0.0 0.2
H -2.51548 3.61869 3.28176 0.2 0.0 0.0
H -0.15636 1.50562 1.60495 -0.3 -0.1 -0.6
H -1.41617 0.15433 -1.69822 0.5 -0.1 0.7
H -0.63051 1.56842 -1.12194 -0.1 -0.3 0.6
H 1.29843 0.40553 -0.42784 0.3 0.1 0.1
H 1.32131 -2.06802 -1.64817 -0.4 -0.1 0.2
H -0.26722 -2.02381 -0.81010 0.6 -0.2 0.0
H 1.41217 -1.07651 1.15082 0.0 -0.1 -0.2
H 1.41509 -3.26162 2.22395 -0.1 0.0 -0.2
H -0.16826 -2.83893 1.54057 0.1 -0.2 -0.1
H 0.87554 -4.06518 0.75083 -0.1 0.4 0.2
H 1.64230 -4.25964 -0.96183 0.2 0.0 -0.1
H 2.60915 -3.77318 -2.35166 0.1 0.1 0.2
H 3.09897 -5.15207 -1.38854 -0.1 0.2 0.1
H 5.25737 -4.44879 -0.94546 -0.2 0.3 0.2
H 7.70879 -2.53825 1.23812 0.0 -0.2 -0.2
H 7.28846 -4.25996 1.12906 -0.1 0.3 -0.2
H 7.71632 -3.36625 -0.34147 -0.1 0.0 0.2
H 5.95217 -1.22304 1.80413 -0.1 -0.1 -0.1
H 4.33583 0.17727 2.45481 -0.2 -0.2 -0.1
H 3.02726 0.54416 1.33374 0.1 -0.3 0.1
H 2.74677 -0.55905 2.70663 0.2 0.1 -0.2
H 4.34451 1.64998 -1.88105 -0.3 -0.1 0.2
H 2.95397 1.97453 -0.85848 -0.1 -0.1 0.1
H 3.71198 0.35537 -0.87473 -0.2 0.1 0.0
H 4.14530 1.38426 -3.97684 -0.2 0.0 0.1
H 2.67165 0.16445 -7.18320 0.2 0.1 0.1
H 3.42720 1.66475 -6.58595 -0.1 -0.3 0.0
H 4.24785 0.12136 -6.35610 -0.2 0.0 -0.1
H 0.91659 -0.72594 -5.80708 0.1 0.2 0.1
H -0.81392 -1.38429 -4.78957 0.0 0.0 0.5
H -0.21137 -2.33987 -3.43470 -0.1 0.5 0.0
H -1.36498 -1.00527 -3.16345 0.2 0.0 0.0
H -2.80842 -1.06884 -1.43244 -0.1 -0.1 0.5
H -5.12839 -1.59275 -1.10805 0.2 -0.1 -0.1
H -4.29516 -2.94873 -0.36560 0.2 0.1 -0.3
H -5.82758 -0.74578 1.02466 0.2 -0.1 -0.1
H -5.95457 -2.49318 1.19338 0.1 0.2 -0.2
H -4.82823 -1.31502 3.15077 0.1 -0.2 -0.2
H -3.89360 -2.63728 2.46107 -0.1 0.0 -0.1
H -2.40814 -0.72543 2.82258 0.1 0.0 -0.3
H -3.65964 0.31650 2.16068 0.3 -0.1 0.0
```
Positions in Å, forces in eV/Å.

=====

The following is a DFT calculation (wB97M-V/def2-TZVPD) of a structure of composition C32H45BrHgN2P2 in a non-equilibrium geometry.

Properties
LUMO level = -8.68 eV
net charge = +2

```
83
Properties=species:S:1:pos:R:3:forces:R:3
N -2.13798 -2.82317 -6.70863 -0.3 -0.1 0.0
C -2.16129 -3.54537 -5.59142 0.3 0.2 0.0
C -1.57859 -3.09792 -4.40353 -0.2 0.4 0.7
C -1.15319 -1.73703 -4.31150 1.3 0.1 -1.2
C -0.95580 -1.08686 -5.55772 -1.1 0.3 0.0
C -1.51509 -1.65121 -6.71206 0.6 0.4 0.6
C -0.99191 -1.11014 -3.01806 -0.1 -0.3 -0.2
Hg -0.17367 0.62544 -0.97384 1.8 0.5 0.1
P -0.69067 3.01120 1.79013 0.1 1.4 1.9
C -1.55128 0.16076 -2.58093 0.4 0.0 -0.6
C -2.85707 0.08032 -1.83983 -0.7 -0.1 0.7
C -3.77303 1.15065 -1.82950 0.6 -0.1 0.0
C -4.87434 1.12684 -0.98379 0.0 -0.4 -0.2
C -5.07574 0.02181 -0.15404 0.7 0.2 -0.5
C -4.16268 -1.03405 -0.13985 0.0 -0.1 -0.5
C -3.11767 -1.04874 -1.05631 0.0 0.2 0.6
Br -6.62716 -0.06579 0.83342 -0.6 0.0 0.7
H -0.45080 -1.68899 -2.24890 -1.3 -0.6 -0.2
H -1.45259 1.04288 -3.22081 -0.6 -0.6 -0.7
H -1.55507 -3.75182 -3.53831 -0.2 0.1 0.1
H -0.42366 -0.14193 -5.61852 -0.3 0.0 0.0
H -2.66135 -4.51671 -5.65746 0.3 0.3 0.1
H -1.47511 -1.10512 -7.65354 0.1 -0.2 0.1
H -3.61931 1.99944 -2.49049 0.0 0.0 0.1
H -2.47612 -1.93404 -1.10561 -0.1 0.3 0.1
H -5.59941 1.93951 -0.97279 0.2 -0.2 -0.1
H -4.27062 -1.87025 0.54038 -0.3 0.0 -0.1
P 2.40747 0.68402 -0.93599 1.4 0.3 1.4
C -2.21188 2.14352 1.42973 -0.5 -0.7 -0.4
C -3.42077 2.80058 2.12548 -0.3 -0.2 -0.3
H -2.07351 1.10336 1.76350 -0.3 0.1 -0.1
H -2.33430 2.14016 0.33845 -0.5 -0.2 0.0
H -4.30109 2.15609 2.01298 0.1 0.1 0.1
H -3.24784 2.96518 3.19652 0.1 -0.1 -0.3
H -3.66249 3.77311 1.67594 0.2 -0.2 0.1
C -0.00522 3.79442 0.29838 0.3 -0.3 -0.5
C 0.21103 5.28679 0.60479 0.1 0.2 -0.4
H -0.73599 3.65326 -0.51292 0.1 0.2 0.0
H 0.93359 3.29873 -0.00579 -0.1 0.3 -0.1
H 0.42415 5.85725 -0.30627 0.0 -0.1 0.1
H -0.68359 5.71866 1.07280 0.3 -0.2 -0.1
H 1.05242 5.43404 1.29184 -0.2 -0.1 -0.1
C 0.46363 1.82820 2.56140 0.3 -0.2 -0.3
C 0.67819 2.16931 4.04862 0.2 -0.1 -0.1
H 1.41066 1.95014 2.01842 -0.4 0.0 0.4
H 0.11074 0.79556 2.39778 0.3 0.2 0.2
H 1.56188 1.64183 4.43079 -0.2 0.1 0.0
H 0.84957 3.25055 4.16202 -0.1 -0.4 0.0
H -0.17878 1.88304 4.67007 0.1 0.1 -0.2
C 3.00494 0.40822 0.77784 -0.4 0.0 0.2
C 4.47560 0.04612 0.94717 0.2 -0.1 -0.3
H 2.35143 -0.38675 1.17429 0.4 0.4 0.0
H 2.80009 1.32204 1.35659 0.1 -0.4 -0.4
H 4.67985 -0.95651 0.54907 0.1 0.3 0.1
H 5.13437 0.77581 0.45943 0.0 -0.2 0.1
H 4.71383 0.04025 2.01678 0.0 0.0 -0.2
C 3.26463 2.23799 -1.46379 -0.4 0.1 0.0
C 2.63431 2.93801 -2.67226 0.2 0.0 -0.2
H 4.29669 1.92183 -1.68438 -0.3 0.1 0.1
H 3.31907 2.92306 -0.60000 -0.2 -0.4 -0.2
H 2.79770 2.36153 -3.59383 -0.1 0.2 0.2
H 1.55181 3.08055 -2.54254 0.3 0.1 0.0
H 3.10415 3.92260 -2.80242 -0.2 -0.3 -0.1
C 3.26148 -0.60553 -1.92401 -0.4 0.1 -0.6
C 2.97705 -2.06559 -1.56058 -0.2 -0.3 -0.1
H 4.34501 -0.40162 -1.88449 -0.5 0.2 0.1
H 2.93556 -0.40672 -2.95582 0.3 -0.1 0.1
H 2.45335 -2.55161 -2.39159 0.0 0.0 0.2
H 3.91452 -2.61634 -1.41663 -0.3 0.2 0.0
H 2.37022 -2.18463 -0.65613 0.1 0.0 -0.1
N 0.84066 -1.73388 1.62967 -0.3 -1.4 1.2
C 0.83307 -2.50414 2.50809 -0.1 1.2 -1.4
C 0.79540 -3.41827 3.61003 0.0 -0.5 0.5
C 1.17584 -4.76143 3.44283 -0.1 -0.1 0.2
C 1.11716 -5.63388 4.53470 0.0 0.1 -0.2
C 0.68511 -5.17800 5.78275 0.0 0.2 -0.2
C 0.31608 -3.83946 5.94944 0.1 0.1 -0.3
C 0.36945 -2.95918 4.86489 -0.1 0.0 0.3
H 1.50397 -5.11644 2.46530 -0.1 0.1 0.3
H 1.41519 -6.67847 4.40901 -0.1 0.4 0.0
H 0.63031 -5.86653 6.62721 0.0 0.2 -0.3
H -0.01394 -3.47852 6.92324 0.1 -0.1 -0.3
H 0.07942 -1.91204 4.98514 0.1 -0.4 0.0
```
Positions in Å, forces in eV/Å.

=====

Number 1: calculated total energy -2757.78565 Ha. Number 2: calculated total energy -1375.49845 Ha. Number 3: calculated total energy -4765.30519 Ha.